Record 1
{"formula": "C22H38ClN2O9P3S3", "method": "wB97M-V/def2-TZVPD", "elements": ["C", "C", "C", "C", "C", "C", "C", "C", "C", "N", "C", "C", "C", "O", "C", "Cl", "P", "S", "C", "P", "O", "P", "S", "C", "C", "N", "O", "S", "O", "O", "H", "H", "H", "H", "H", "H", "H", "H", "H", "H", "H", "H", "H", "H", "H", "H", "H", "H", "H", "H", "H", "H", "H", "H", "H", "H", "H", "H", "H", "H", "H", "H", "H", "H", "C", "C", "C", "O", "C", "C", "C", "O", "O", "O", "H", "H", "H", "H"], "positions_angstrom": [[5.023, -2.224, -2.022], [5.284, -0.597, -1.752], [3.788, 0.043, -1.364], [3.955, 1.431, -0.467], [3.543, 2.798, -1.251], [2.041, 3.382, -0.958], [1.505, 3.244, 0.573], [0.643, 1.889, 0.938], [-0.956, 1.878, 0.549], [-1.545, 3.096, 1.064], [-1.238, 3.528, 2.464], [-1.804, 4.340, 0.364], [-0.899, 5.367, -0.527], [-3.038, 4.889, 0.599], [-1.353, 1.270, -0.910], [-1.370, 2.518, -2.342], [-0.098, 0.017, -1.674], [0.515, -1.462, -0.626], [-2.944, 0.726, -1.038], [-3.398, 0.387, -2.910], [-4.292, -0.894, -3.123], [-4.231, 2.124, -0.660], [-6.045, 1.708, -1.314], [-3.178, -0.661, -0.228], [-4.644, -0.969, 0.399], [-5.576, -1.793, -0.515], [-2.219, -0.877, 0.859], [-1.739, 0.517, 1.669], [-0.835, 0.051, 2.827], [-3.062, 1.009, 2.376], [5.940, -2.764, -2.508], [4.727, -2.727, -0.989], [4.044, -2.265, -2.692], [5.952, -0.523, -0.765], [5.788, -0.063, -2.663], [3.163, 0.185, -2.343], [3.316, -0.754, -0.611], [5.127, 1.508, -0.249], [3.453, 1.259, 0.575], [4.324, 3.633, -1.003], [3.608, 2.633, -2.431], [2.118, 4.558, -1.166], [1.344, 2.974, -1.798], [1.044, 4.242, 1.038], [2.515, 3.125, 1.209], [1.289, 1.014, 0.517], [0.849, 1.798, 2.116], [-0.784, 2.743, 3.188], [-0.538, 4.493, 2.524], [-2.267, 3.880, 2.955], [-0.143, 5.894, 0.232], [-1.509, 6.257, -1.019], [-0.246, 4.902, -1.366], [1.103, 0.827, -1.941], [-0.464, -0.509, -2.956], [-2.271, 0.269, -3.782], [-4.176, 1.495, -3.489], [-4.373, 2.468, 0.717], [-3.880, 3.374, -1.352], [-2.955, -1.545, -1.002], [-4.459, -1.709, 1.321], [-5.227, -0.069, 0.860], [-6.082, -1.176, -1.187], [-5.020, -2.523, -1.029], [2.265, -5.922, 1.649], [1.708, -7.121, 1.830], [0.312, -7.257, 2.332], [-0.180, -8.371, 2.471], [-0.429, -6.026, 2.650], [0.131, -4.827, 2.472], [1.516, -4.691, 1.944], [1.996, -3.576, 1.773], [-0.559, -3.667, 2.771], [2.407, -8.282, 1.557], [3.278, -5.809, 1.282], [-1.435, -6.139, 3.031], [0.058, -2.934, 2.555], [1.788, -9.015, 1.768]], "mulliken_charge": [-0.8075, -0.5477, -0.0346, -0.3512, -1.0229, -0.2246, -0.6513, -0.1591, -0.8850, 1.1082, -1.0611, 0.0502, -0.8852, -0.5479, -0.6612, 0.0018, 0.4874, -0.2245, 0.3622, 0.5664, -0.6757, 0.0274, -0.2751, -0.1902, -0.8262, -0.5901, -0.1378, 1.4581, -0.6974, -0.7201, 0.3282, 0.1771, 0.2019, 0.3181, 0.2716, 0.2750, -0.1967, 0.4259, 0.2482, 0.3197, 0.2738, 0.2820, 0.0565, 0.2312, 0.5489, -0.0728, 0.3436, 0.3914, 0.4310, 0.2846, 0.2717, 0.3141, 0.1299, -0.0947, 0.1517, 0.1307, 0.1533, 0.2001, 0.1956, 0.4564, 0.2630, 0.2390, 0.3006, 0.2855, -1.0098, 0.3924, 0.8982, -0.6111, -0.7674, 0.2662, 1.0290, -0.6273, -0.4965, -0.5743, 0.4302, 0.4470, 0.2538, 0.3475], "homo_lumo_gap_ev": 7.3, "total_charge": 0, "mol_weight_g_mol": 699.13}


Record 2
{"formula": "C22H38FNO9S4", "method": "wB97M-V/def2-TZVPD", "elements": ["C", "C", "C", "C", "C", "F", "C", "O", "N", "H", "H", "H", "H", "H", "H", "C", "C", "C", "S", "O", "O", "C", "H", "H", "H", "H", "H", "H", "H", "H", "C", "C", "C", "S", "O", "O", "C", "H", "H", "H", "H", "H", "H", "H", "H", "C", "C", "C", "S", "O", "O", "C", "H", "H", "H", "H", "H", "H", "H", "H", "C", "C", "C", "S", "O", "O", "C", "H", "H", "H", "H", "H", "H", "H", "H"], "positions_angstrom": [[4.259, -1.140, 1.912], [3.214, -0.568, 2.012], [2.082, 0.306, 2.346], [1.525, 1.212, 1.196], [0.524, 1.985, 2.111], [-0.388, 2.710, 1.413], [-0.085, 0.734, 2.865], [-1.181, 0.731, 3.328], [0.858, -0.351, 2.862], [5.265, -1.488, 1.824], [2.392, 0.945, 3.187], [0.995, 0.509, 0.544], [2.391, 1.754, 0.807], [1.219, 2.560, 2.739], [0.456, -0.952, 2.136], [-4.051, 2.218, 3.677], [-3.700, 1.474, 4.969], [-4.465, 2.153, 6.112], [-5.942, 2.861, 5.377], [-5.865, 4.297, 5.478], [-7.100, 2.129, 5.827], [-5.567, 2.387, 3.694], [-3.719, 1.672, 2.795], [-3.565, 3.197, 3.671], [-4.014, 0.431, 4.885], [-2.630, 1.478, 5.157], [-4.756, 1.444, 6.884], [-3.889, 2.965, 6.553], [-5.924, 3.154, 3.009], [-6.072, 1.441, 3.496], [-3.439, 4.638, -2.607], [-2.928, 3.993, -1.312], [-2.075, 2.783, -1.708], [-1.406, 3.151, -3.331], [-1.961, 2.217, -4.280], [0.015, 3.372, -3.224], [-2.229, 4.725, -3.532], [-3.874, 5.620, -2.426], [-4.208, 4.005, -3.056], [-2.315, 4.712, -0.765], [-3.748, 3.698, -0.658], [-1.255, 2.622, -1.011], [-2.676, 1.879, -1.791], [-2.494, 4.870, -4.577], [-1.539, 5.504, -3.207], [3.146, -6.477, 0.792], [4.530, -7.136, 0.784], [5.560, -6.039, 0.490], [4.849, -4.508, 1.101], [4.600, -3.637, -0.017], [5.587, -4.067, 2.261], [3.293, -5.212, 1.632], [2.384, -7.140, 1.200], [2.856, -6.216, -0.228], [4.730, -7.575, 1.765], [4.591, -7.938, 0.050], [6.504, -6.222, 0.998], [5.729, -5.924, -0.580], [2.493, -4.492, 1.474], [3.381, -5.450, 2.692], [0.409, 0.090, -5.104], [1.279, -0.032, -6.360], [2.514, -0.861, -5.984], [2.004, -1.940, -4.643], [2.725, -1.569, -3.452], [1.963, -3.303, -5.113], [0.335, -1.314, -4.514], [-0.581, 0.479, -5.333], [0.881, 0.771, -4.392], [0.717, -0.545, -7.144], [1.566, 0.944, -6.748], [2.865, -1.468, -6.816], [3.323, -0.232, -5.618], [0.016, -1.329, -3.474], [-0.308, -1.960, -5.113]], "mulliken_charge": [0.4288, -1.8364, 0.6145, -0.9044, 0.2393, -0.2393, 0.2661, -0.4760, -0.4484, 0.5878, 0.3889, 0.3264, 0.4714, 0.2750, 0.3256, -0.4016, -0.5551, -0.7046, 1.1529, -0.6547, -0.6682, -0.7723, 0.2726, 0.2605, 0.3218, 0.2249, 0.3688, 0.3776, 0.4117, 0.3781, -0.6451, -0.6423, -0.2306, 1.2758, -0.6691, -0.7027, -0.7967, 0.3692, 0.2978, 0.2799, 0.3346, -0.0395, 0.4138, 0.4206, 0.3421, -0.6147, -0.5886, -0.7471, 1.1900, -0.6094, -0.7107, -0.6590, 0.3519, 0.3059, 0.2943, 0.3182, 0.3398, 0.3683, 0.3566, 0.3736, -0.2415, -0.8026, -0.6924, 1.1334, -0.6200, -0.6852, -0.7971, 0.2911, 0.2152, 0.3286, 0.3415, 0.3976, 0.3587, 0.3911, 0.3724], "homo_lumo_gap_ev": 10.4, "total_charge": 0, "mol_weight_g_mol": 607.81}